[1]
{
  "formula": "C14H19NO4",
  "method": "ωB97M-V with the def2-TZVPD basis set",
  "homo_energy_ha": -0.338,
  "de_lowest_kcal_mol": 315.83,
  "total_energy_ha": -900.145049,
  "symbols": ["C", "C", "C", "C", "O", "C", "O", "N", "C", "C", "C", "C", "C", "C", "O", "O", "C", "C", "C", "H", "H", "H", "H", "H", "H", "H", "H", "H", "H", "H", "H", "H", "H", "H", "H", "H", "H", "H"],
  "xyz": [[4.105936, -4.707010, 1.647489], [2.621230, -4.884223, 0.991033], [2.360361, -4.342139, -0.368558], [2.432656, -2.872628, -0.448928], [1.491574, -2.460404, 0.346210], [0.676935, -1.392449, -0.173608], [1.153344, -0.711692, -1.013362], [-0.362155, -1.036410, 0.614041], [-1.337688, -0.087745, 0.774033], [-2.194868, 0.020055, 1.589484], [-3.256170, 1.012193, 1.415345], [-3.095131, 2.148850, 0.738996], [-1.906498, 2.165478, -0.431810], [-1.698529, 3.279120, -1.048527], [-0.850245, 3.240577, -2.025158], [-2.602172, 4.163225, -0.856640], [-2.586319, 5.345752, -1.788491], [-1.460784, 6.373752, -1.168142], [-1.131591, 0.921674, -0.244502], [4.698330, -5.222447, 1.087190], [4.074469, -5.312207, 2.440291], [4.417784, -3.617895, 1.921275], [2.038929, -4.558215, 1.588118], [2.565732, -6.097282, 0.949546], [3.318499, -4.825780, -1.121873], [1.559935, -4.801777, -0.779621], [3.356252, -2.467784, -0.136755], [2.525916, -2.536435, -1.434975], [-0.694340, -1.844230, 1.365742], [-2.330431, -0.714606, 2.111037], [-3.941479, 1.078044, 2.240694], [-3.892616, 2.996865, 0.668447], [-2.358478, 4.993951, -2.819809], [-3.418625, 5.779179, -1.896750], [-2.081738, 6.507448, -0.406729], [-0.615810, 5.983304, -1.305129], [-1.388967, 7.306705, -2.101561], [-0.193247, 1.177186, -0.918044]],
  "atomic_forces_ev_per_a": [[-4.97, 5.74, -0.20], [9.32, -6.88, -5.84], [7.04, -1.80, -1.76], [3.38, -2.16, -1.92], [-7.08, 3.73, 2.46], [2.37, 0.45, 1.91], [0.02, 0.68, -2.16], [-1.70, -7.03, 5.56], [10.85, 2.84, -13.02], [-9.45, 7.51, 2.02], [1.31, 0.44, 2.68], [0.75, 1.66, -5.00], [-3.44, -11.95, 11.69], [4.82, 3.10, -9.31], [-1.96, 1.48, 2.85], [-1.84, 4.27, -0.91], [9.06, -3.49, -0.26], [-7.11, 3.04, -8.02], [0.36, 7.19, -3.31], [4.26, -2.18, -4.07], [-0.29, -1.71, 3.91], [-0.46, -2.10, -0.68], [-7.87, 3.89, 7.79], [-0.33, 2.79, 0.12], [-2.56, 1.44, 1.97], [-3.02, -0.85, -1.36], [1.64, -0.01, 1.11], [-1.33, 0.69, -1.86], [1.99, 2.09, -2.63], [-1.90, -7.62, 6.76], [-0.75, -0.46, 0.00], [1.65, -1.80, 0.52], [0.36, -0.14, 0.90], [-6.91, 2.93, 0.47], [-0.74, 1.88, 4.35], [6.84, -3.39, 0.45], [-0.69, -2.28, 3.26], [-1.64, -1.99, 1.52]],
  "lowdin_charge": [-0.04, -0.20, -0.18, -0.33, 0.02, -0.46, 0.14, 0.16, -0.33, -0.05, -0.06, 0.04, -0.05, -0.57, 0.05, 0.02, -0.09, 0.02, 0.15, -0.01, 0.01, 0.12, -0.02, 0.16, 0.20, 0.07, 0.12, 0.12, 0.24, 0.05, 0.10, 0.14, 0.13, 0.03, 0.02, -0.04, 0.18, 0.16]
}

=====

[2]
{
  "formula": "C14H19NO4S",
  "method": "ωB97M-V with the def2-TZVPD basis set",
  "homo_energy_ha": -0.343,
  "de_lowest_kcal_mol": 336.03,
  "total_energy_ha": -1298.284443,
  "symbols": ["O", "C", "O", "H", "C", "C", "C", "C", "C", "C", "H", "H", "S", "O", "O", "N", "H", "C", "C", "C", "C", "C", "C", "H", "C", "H", "H", "H", "H", "H", "H", "H", "H", "H", "H", "H", "H", "H", "H"],
  "xyz": [[-6.459681, -0.504097, -1.147564], [-5.746190, -0.390917, -0.204651], [-6.272418, -0.612890, 0.959096], [-7.282948, -1.058108, 0.836638], [-4.484251, -0.048512, -0.256784], [-3.910524, 0.143141, 1.173625], [-2.649535, 0.585740, 1.332897], [-1.955675, 1.110152, -0.129304], [-2.625061, 1.021391, -1.324652], [-3.827941, 0.468853, -1.289120], [-4.460063, 0.630045, -2.195408], [-2.152527, 1.414125, -2.217611], [-0.214532, 1.476593, -0.049092], [0.062321, 2.505255, -1.086513], [-0.012851, 2.234189, 1.219842], [0.482597, 0.161156, 0.088601], [0.975515, -0.083219, -0.908760], [1.463950, -0.195037, 1.091277], [2.849703, 0.867715, 0.947649], [3.276682, 1.175446, -0.246290], [3.520639, -0.040169, -1.424867], [3.687182, -1.305465, -0.531203], [2.509017, -2.014240, -0.251839], [1.746765, -2.012104, -0.966069], [1.840284, -1.464102, 0.729398], [2.577358, -1.821305, 1.812595], [0.929152, -2.384590, 1.110252], [2.779361, -3.026582, -0.197342], [4.370016, -1.334749, 0.298567], [4.371540, -2.064070, -1.338233], [2.745080, -0.023053, -2.086220], [4.411317, 0.196014, -2.061504], [4.275704, 1.698406, -0.164744], [2.604736, 1.711857, -0.861585], [3.482330, 0.211272, 1.619094], [2.518026, 1.898444, 1.543802], [0.986321, 0.055128, 1.771728], [-2.027095, 0.840013, 2.363067], [-4.384306, -0.021718, 2.041229]],
  "atomic_forces_ev_per_a": [[-1.58, -0.30, -3.35], [-6.80, -1.92, -1.19], [-4.45, -2.42, 3.23], [4.20, 2.06, 0.01], [7.80, 2.76, 6.24], [2.69, 0.33, -4.68], [3.58, 2.72, -2.58], [-0.63, -2.37, 3.39], [4.53, 1.57, 1.94], [-4.88, -0.35, -3.38], [0.54, -0.80, 0.51], [-0.14, -0.05, 0.01], [-3.01, 11.42, 2.22], [-0.07, -3.51, -0.47], [-0.48, -2.54, -0.53], [3.36, -4.33, -6.47], [-2.07, 0.58, 2.58], [8.19, 3.14, -12.37], [-5.64, -2.36, 11.34], [4.91, 0.81, -10.52], [3.48, 1.28, 5.26], [5.58, -1.14, -7.34], [1.22, -2.56, -5.51], [-0.58, -0.11, -3.06], [-3.27, -7.56, 15.15], [-1.75, 1.22, -2.36], [1.87, 2.94, -1.23], [-0.26, -1.52, 0.98], [0.18, 0.94, 0.46], [-1.73, 1.72, 2.15], [-2.52, -0.54, -1.52], [-0.53, -0.15, 0.96], [-1.12, -0.17, -0.38], [-0.70, 1.75, 0.07], [0.02, 1.34, -0.70], [0.86, -2.83, -1.22], [-6.59, 2.78, 12.91], [-1.88, -0.76, -3.05], [-2.33, -1.07, 2.51]],
  "lowdin_charge": [0.13, -0.67, 0.08, 0.25, -0.12, 0.01, 0.04, -0.15, -0.08, -0.04, 0.16, 0.13, 0.60, -0.31, -0.33, -0.13, 0.20, -0.28, -0.17, -0.25, -0.08, -0.22, -0.39, 0.12, -0.29, 0.21, 0.22, 0.13, 0.11, 0.18, 0.06, 0.11, 0.15, 0.08, 0.12, 0.18, 0.02, 0.16, 0.07]
}

=====

[3]
{
  "formula": "C14H20BBaBr10O8",
  "method": "ωB97M-V with the def2-TZVPD basis set",
  "total_charge": 1,
  "homo_energy_ha": -0.368,
  "de_lowest_kcal_mol": 171.52,
  "total_energy_ha": -26937.622235,
  "symbols": ["Ba", "O", "C", "O", "B", "O", "C", "O", "O", "C", "O", "C", "O", "O", "Br", "C", "C", "Br", "H", "H", "H", "H", "Br", "C", "C", "Br", "H", "H", "H", "H", "Br", "C", "C", "Br", "H", "H", "H", "H", "Br", "C", "C", "Br", "H", "H", "H", "H", "Br", "C", "C", "Br", "H", "H", "H", "H"],
  "xyz": [[10.916740, 26.425890, 17.590520], [-1.169150, 21.551190, 16.593960], [0.003210, 21.526070, 16.961510], [0.790660, 22.562420, 17.046170], [2.100930, 22.112850, 17.516390], [1.958540, 20.711830, 17.988590], [0.722830, 20.285380, 17.648450], [0.273710, 19.160920, 17.839550], [2.613360, 22.933170, 18.620040], [3.675720, 23.589870, 18.213760], [4.453130, 24.423830, 18.841290], [4.029630, 23.070920, 16.724530], [3.040780, 22.280080, 16.373630], [5.059850, 23.401350, 16.153530], [0.021510, 19.285630, 24.938470], [-0.611420, 21.083860, 24.313680], [0.451460, 22.167900, 24.594960], [0.496560, 22.735310, 26.492010], [-1.514840, 21.352590, 24.861150], [-0.807380, 21.113930, 23.241860], [0.233390, 23.123970, 24.119070], [1.452470, 21.791350, 24.384490], [-6.904730, 15.660190, 22.603100], [-5.155480, 15.652190, 21.632750], [-4.185690, 14.792650, 22.420780], [-4.680650, 12.904790, 22.513990], [-4.851210, 16.693770, 21.529600], [-5.344170, 15.269430, 20.629760], [-4.076880, 15.121060, 23.454420], [-3.211810, 14.736630, 21.934450], [-1.671230, 12.204220, 15.868570], [-0.204830, 12.853870, 14.694290], [1.139660, 12.494330, 15.344430], [2.523990, 12.895830, 14.019080], [-0.202810, 13.928410, 14.511320], [-0.099020, 12.293740, 13.765230], [1.193420, 11.419060, 15.514740], [1.416670, 12.968960, 16.285760], [-6.647250, 23.748770, 20.437930], [-7.826610, 24.995290, 19.472320], [-6.855790, 26.016910, 18.809800], [-7.949960, 27.390940, 17.906270], [-8.489660, 25.453190, 20.206350], [-8.513970, 24.594160, 18.727520], [-6.248120, 25.562180, 18.027450], [-6.227260, 26.565070, 19.511630], [8.176330, 20.139590, 21.284020], [8.053500, 18.218790, 21.434020], [6.737100, 17.755410, 20.832510], [7.006480, 17.567130, 18.845770], [8.072390, 18.006880, 22.503050], [8.878310, 17.646830, 21.008980], [5.916740, 18.466230, 20.931660], [6.507810, 16.789920, 21.283460]],
  "atomic_forces_ev_per_a": [[-0.41, -0.21, 0.01], [2.64, -0.29, 0.49], [-3.55, -0.90, 0.33], [0.68, 0.06, 0.08], [-0.45, -0.63, -0.06], [-0.77, 0.43, -0.70], [-0.35, -1.77, -0.09], [0.99, 2.80, -0.43], [1.08, 1.29, 0.06], [3.81, 2.52, 1.45], [-3.98, -3.80, -2.48], [0.89, 1.09, 0.97], [1.19, 0.15, 0.06], [-1.80, -0.81, 0.37], [-0.52, 1.17, -0.54], [0.78, 0.84, 0.66], [-0.18, -0.46, 0.68], [-0.01, -0.36, -0.29], [0.01, -0.45, -0.07], [0.06, -0.63, 0.07], [0.01, -0.41, -0.39], [-0.15, 0.29, -0.14], [0.65, 0.19, -0.56], [-0.70, -0.44, 0.37], [0.26, -0.05, -0.16], [-0.15, 0.18, -0.05], [0.11, -0.13, 0.35], [-0.09, -0.14, 0.22], [-0.03, 0.03, -0.21], [-0.06, 0.36, 0.03], [0.71, 0.50, -0.83], [1.56, -0.44, 0.70], [-0.14, -0.47, 0.27], [0.00, 0.05, 0.24], [-0.72, -0.16, 0.11], [-1.17, 0.12, -0.07], [0.02, 0.08, -0.13], [-0.25, 0.33, -0.28], [-0.66, 0.01, -0.42], [0.78, 1.29, -0.16], [-1.01, -0.18, 0.10], [0.18, -0.22, 0.13], [0.44, 0.13, 0.15], [0.58, -0.74, 0.00], [-0.13, -0.02, 0.20], [-0.19, -0.28, 0.01], [0.51, 0.12, -0.16], [-0.69, -0.48, 0.43], [0.64, -0.03, -0.72], [-0.31, -0.07, 1.04], [-0.18, 0.16, 0.02], [0.13, 0.63, -0.25], [0.18, -0.21, 0.13], [-0.25, -0.06, -0.51]],
  "lowdin_charge": [1.97, 0.12, -0.36, 0.24, -0.88, 0.21, -0.32, 0.12, 0.24, -0.28, 0.00, -0.37, 0.24, 0.08, 0.55, -0.63, -0.67, 0.55, 0.05, 0.06, 0.05, 0.04, 0.54, -0.63, -0.71, 0.58, 0.06, 0.06, 0.05, 0.05, 0.59, -0.68, -0.71, 0.61, 0.06, 0.04, 0.04, 0.06, 0.60, -0.68, -0.69, 0.57, 0.05, 0.06, 0.05, 0.04, 0.59, -0.73, -0.63, 0.55, 0.06, 0.05, 0.05, 0.07]
}

=====

| no. | frontier orbital gap (eV) | M (g/mol) |
| --- | --- | --- |
| 1 | 8.753 | 265.3 |
| 2 | 8.553 | 297.4 |
| 3 | 1.396 | 1263.5 |